C31H84AsF10N8O18S4 | ωB97M-V/def2-TZVPD

Geometry as XYZ:
```
156
Properties=species:S:1:pos:R:3:lowdin_charge:R:1
As 0.5593 -1.1918 -2.1878 0.74
F 0.7897 -2.5411 -3.1883 -0.23
F 0.3670 -2.3072 -0.7768 -0.29
F 0.4446 0.0676 -1.0490 -0.22
F 0.8362 -0.1301 -3.5105 -0.24
F -1.2011 -1.2693 -2.5310 -0.25
F 2.2558 -1.0905 -1.9317 -0.25
C 1.0230 -6.3491 -2.3912 -0.01
C 1.6558 -5.7748 -1.1474 -0.30
C 2.7390 -4.8424 -1.5704 -0.21
O 3.4739 -4.5132 -0.3932 -0.20
C 4.3516 -3.4122 -0.6160 -0.08
N 0.8354 -4.9613 -0.1221 0.22
H -0.0115 -5.4318 0.2683 0.15
H 1.5241 -4.6933 0.5957 0.16
H 0.4274 -4.0693 -0.4816 0.11
H 1.7643 -6.4575 -3.1552 0.09
H 0.2067 -5.6733 -2.6788 0.09
H 0.6049 -7.3290 -2.1268 0.10
H 2.0817 -6.5223 -0.5212 0.14
H 2.4875 -3.9860 -2.1963 0.12
H 3.4330 -5.4952 -2.1681 0.15
H 4.7640 -3.2015 0.3719 0.09
H 3.7754 -2.5485 -0.9303 0.06
H 5.1353 -3.5791 -1.3688 0.10
C -6.2912 0.6179 1.8772 0.04
C -5.6888 -0.4951 2.6452 -0.39
O -6.0094 -0.9427 3.6931 0.18
N -4.5064 -1.1410 1.9047 0.04
H -4.8314 -1.3900 0.9657 0.09
H -3.8769 -0.2987 1.9460 0.08
C -3.8524 -2.2245 2.5888 -0.03
H -5.5389 1.4591 1.8804 0.11
H -7.1830 0.8868 2.3690 0.08
H -6.6205 0.2897 0.8446 0.12
H -2.7444 -2.0330 2.4419 0.12
H -4.0959 -3.1306 2.1041 0.07
H -4.1459 -2.2102 3.6463 0.11
C 10.6974 6.5435 -6.1228 -0.01
O 9.2872 6.3156 -5.6626 -0.19
C 9.1171 5.1350 -4.9486 -0.26
C 7.7461 4.9022 -4.4007 -0.10
N 6.8316 5.1699 -5.5194 0.04
H 5.8405 5.3337 -5.1355 0.21
H 7.1790 5.9603 -6.0623 0.17
C 6.5944 3.9986 -6.4280 -0.10
C 5.8654 2.8132 -5.8036 -0.17
O 4.9864 3.4759 -4.8773 -0.22
C 3.9416 2.7160 -4.4140 -0.10
H 10.6835 7.5575 -6.4995 0.09
H 11.0456 5.8441 -6.8642 0.08
H 11.4725 6.5032 -5.3085 0.11
H 9.7565 5.1337 -4.0606 0.14
H 9.4109 4.3127 -5.6088 0.13
H 7.3734 5.6605 -3.6870 0.16
H 7.6276 3.9164 -3.9371 0.15
H 7.5664 3.7122 -6.8905 0.15
H 5.9929 4.3867 -7.2319 0.13
H 6.6545 2.1389 -5.3450 0.14
H 5.3923 2.1298 -6.5197 0.14
H 4.2636 1.8497 -3.8981 0.08
H 3.2903 2.3917 -5.2690 0.12
H 3.4092 3.3933 -3.7044 0.12
C -6.5829 6.7534 2.2274 -0.09
O -5.2335 6.6091 2.5945 -0.21
C -4.9146 6.6514 4.0199 -0.13
C -3.4425 6.9948 4.0355 -0.08
N -2.7173 6.1269 3.0532 0.00
H -2.6554 5.1587 3.3976 0.07
H -3.3350 6.0973 2.2343 0.15
C -1.3565 6.4985 2.6695 -0.11
C -0.9120 5.6951 1.4601 -0.13
O -1.8308 6.0106 0.3386 -0.17
C -1.9465 4.9880 -0.5988 -0.11
H -7.2749 6.5455 3.0635 0.09
H -6.8971 6.0367 1.4973 0.08
H -6.7932 7.8073 2.0357 0.10
H -5.0484 5.6731 4.4515 0.11
H -5.5454 7.3566 4.5577 0.14
H -2.9341 6.9689 4.9703 0.13
H -3.3148 8.0026 3.6656 0.14
H -0.7936 6.4132 3.5575 0.11
H -1.4158 7.5536 2.3567 0.15
H -1.0353 4.6432 1.7377 0.09
H 0.1571 5.8437 1.2267 0.14
H -2.6882 5.3233 -1.3216 0.10
H -2.2932 4.0506 -0.1516 0.08
H -1.0400 4.7315 -1.0747 0.07
C -6.6373 -0.6151 -4.2278 -0.09
O -5.3898 -1.0414 -4.7229 -0.21
C -4.3796 -0.1456 -4.2985 -0.19
C -3.0625 -0.6766 -4.9327 -0.05
N -2.9775 -2.0748 -4.4093 0.02
H -2.9710 -2.1050 -3.4094 0.09
H -3.9224 -2.4866 -4.6655 0.17
C -1.9224 -2.7626 -5.0816 -0.13
C -2.3235 -4.0367 -5.8675 -0.18
O -3.6908 -3.9023 -6.2075 -0.21
C -4.2399 -5.0837 -6.8110 -0.06
H -6.9543 0.2592 -4.8005 0.10
H -6.6526 -0.4531 -3.1539 0.08
H -7.2845 -1.4459 -4.3531 0.09
H -4.4357 -0.0599 -3.1867 0.14
H -4.6194 0.8294 -4.7472 0.13
H -2.1144 -0.2466 -4.6372 0.13
H -3.2426 -0.6767 -5.9956 0.14
H -1.0830 -3.0215 -4.4224 0.11
H -1.4209 -2.0786 -5.7672 0.13
H -2.0477 -4.9655 -5.2965 0.14
H -1.8348 -4.0541 -6.8525 0.13
H -5.2463 -4.9295 -7.1723 0.09
H -4.3757 -5.7597 -6.0078 0.07
H -3.4860 -5.5790 -7.4912 0.11
C 3.7798 -1.7639 4.8494 -0.06
O 3.1530 -2.3915 5.9748 -0.21
C 3.0938 -1.5641 7.1320 -0.20
C 3.0477 -2.3731 8.4013 -0.09
N 2.1512 -3.5462 8.2017 0.02
H 1.1774 -3.2160 7.9518 0.22
H 2.4900 -3.9692 7.3317 0.13
C 2.1803 -4.5987 9.2787 -0.06
C 2.3371 -5.9651 8.5385 -0.18
O 3.3732 -5.7272 7.6204 -0.23
C 3.9915 -6.8103 6.9843 -0.07
H 3.5233 -0.7060 4.8121 0.09
H 3.4495 -2.2688 3.9695 0.08
H 4.8760 -1.8995 4.9645 0.11
H 2.1927 -0.9645 7.0546 0.13
H 3.9986 -0.9445 7.1759 0.14
H 2.8013 -1.9445 9.3396 0.13
H 4.0134 -2.9158 8.5214 0.16
H 1.2604 -4.4712 9.7975 0.12
H 3.0216 -4.4399 10.0189 0.16
H 1.4112 -6.3169 8.0556 0.14
H 2.6039 -6.7188 9.2716 0.13
H 4.7410 -6.3746 6.2966 0.10
H 3.2453 -7.3182 6.3818 0.09
H 4.5394 -7.4966 7.6965 0.12
N -4.3471 -3.8382 -0.2568 -0.27
S -5.4685 -2.9753 -1.0107 0.55
O -5.2583 -2.5064 -2.3373 -0.24
O -6.0740 -2.0330 -0.1480 -0.27
F -6.6853 -4.0084 -1.0920 -0.14
S -2.8675 -3.7550 -0.7105 0.51
O -2.5724 -3.6065 -2.0804 -0.26
O -2.1310 -4.7774 -0.0305 -0.29
F -2.3367 -2.4459 0.1279 -0.21
N -2.2727 2.1603 4.2985 -0.29
S -2.3766 3.5118 5.1573 0.59
O -3.7243 3.7255 5.6476 -0.25
O -1.5949 4.6252 4.6207 -0.29
F -1.6100 2.8293 6.3381 -0.15
S -2.5349 2.2660 2.7432 0.54
O -3.1672 3.4857 2.2746 -0.28
O -3.1103 1.0076 2.1916 -0.30
F -1.1267 2.2384 2.2582 -0.09
```

Results
- HOMO level (eV) = -14.4
- DFT total energy (eV) = -213615.0709
- net charge = +3

=====

C31H84CdN5O14 | ωB97M-V/def2-TZVPD

Geometry as XYZ:
```
135
Properties=species:S:1:pos:R:3:lowdin_charge:R:1
Cd 0.9971 -3.0481 1.1853 1.47
C 0.2098 0.1328 0.9160 -0.28
O 1.0270 -0.9725 0.8215 -0.48
H -0.3854 0.1542 1.8496 0.04
H 0.7940 1.0684 0.8760 0.06
H -0.5285 0.1909 0.0966 0.07
C 1.0715 8.1576 -4.5309 -0.11
O 0.8870 6.8788 -5.0829 -0.20
C 2.0871 6.1384 -5.2304 -0.21
C 2.8536 5.7564 -3.9597 -0.21
N 2.3759 4.5855 -3.2330 -0.05
C 0.9841 4.6820 -2.8104 -0.21
C 0.4877 3.3235 -2.3880 -0.24
O 0.4500 2.4860 -3.5210 -0.19
C 0.1863 1.1373 -3.1780 -0.09
H 0.0788 8.5561 -4.3003 0.09
H 1.4792 8.8550 -5.2737 0.09
H 1.6389 8.1412 -3.6010 0.08
H 2.7592 6.6728 -5.9196 0.12
H 1.8042 5.2075 -5.7306 0.13
H 2.9565 6.5732 -3.2432 0.11
H 3.8647 5.5271 -4.3111 0.12
H 2.4516 3.7624 -3.8227 0.11
H 0.3173 5.0736 -3.5862 0.12
H 0.9094 5.3433 -1.9385 0.13
H -0.5387 3.4325 -2.0023 0.12
H 1.1227 2.9070 -1.5933 0.10
H 0.3437 0.5743 -4.0957 0.09
H -0.8137 1.0431 -2.7477 0.07
H 0.9439 0.7913 -2.4616 0.07
C 2.8044 3.5179 2.0170 -0.14
O 3.9654 3.1492 1.3546 -0.18
C 3.9200 3.4496 -0.0289 -0.21
C 5.0206 2.7003 -0.7405 -0.18
N 4.9252 1.2880 -0.3809 -0.08
C 6.1253 0.5317 -0.7096 -0.19
C 6.4045 0.5107 -2.1941 -0.24
O 7.1874 1.6267 -2.5543 -0.20
C 7.5548 1.6301 -3.9066 -0.12
H 2.8682 3.2454 3.0748 0.09
H 1.9022 3.0054 1.6377 0.07
H 2.5648 4.5939 2.0270 0.09
H 4.0804 4.5310 -0.1327 0.13
H 2.9419 3.2179 -0.4642 0.10
H 5.9822 3.1562 -0.4725 0.13
H 4.8682 2.8092 -1.8137 0.12
H 4.8008 1.2643 0.6296 0.09
H 5.9646 -0.4978 -0.3767 0.12
H 7.0124 0.9099 -0.1846 0.13
H 5.4697 0.4502 -2.7791 0.13
H 6.9300 -0.4107 -2.4999 0.12
H 6.6707 1.5066 -4.5551 0.09
H 8.2868 0.8654 -4.1800 0.09
H 7.9212 2.6329 -4.1245 0.09
C -3.4869 -3.7149 -1.2930 -0.11
O -3.1947 -2.3395 -1.2758 -0.22
C -4.3294 -1.5275 -1.5245 -0.21
C -3.8597 -0.1042 -1.3690 -0.22
N -4.9180 0.8161 -1.8080 -0.05
C -4.5143 2.2497 -1.6238 -0.17
C -4.0342 2.5361 -0.2165 -0.23
O -2.6446 2.2873 -0.1276 -0.22
C -2.0628 2.8253 1.0394 -0.09
H -3.5153 -4.0713 -2.3297 0.10
H -4.4379 -3.9993 -0.8283 0.09
H -2.6999 -4.2279 -0.7386 0.07
H -5.1148 -1.6942 -0.7797 0.12
H -4.6845 -1.7353 -2.5398 0.13
H -2.9298 0.0310 -1.9463 0.12
H -3.5760 0.0701 -0.3314 0.09
H -4.9072 0.6910 -2.8177 0.11
H -5.3661 2.8704 -1.8906 0.12
H -3.6893 2.4422 -2.3217 0.12
H -4.5609 1.8543 0.4706 0.11
H -4.2703 3.5656 0.0712 0.13
H -2.7482 2.7474 1.8914 0.07
H -1.8065 3.8757 0.8764 0.10
H -1.1695 2.2389 1.2483 0.06
C 0.2679 -1.9121 4.1561 -0.05
O 0.7864 -3.0116 3.4053 -0.32
C 0.5837 -4.2956 3.9888 -0.19
C 0.9612 -5.4312 3.0148 -0.16
N 0.5229 -5.1604 1.6248 -0.13
C 1.3359 -5.8534 0.5587 -0.17
C 0.9879 -5.3250 -0.8413 -0.19
O 0.8374 -3.9064 -0.8174 -0.33
C 0.6212 -3.3012 -2.0866 -0.05
H 0.3987 -2.0686 5.2288 0.10
H -0.8037 -1.8085 3.9570 0.08
H 0.7999 -1.0162 3.8501 0.09
H -0.4408 -4.3735 4.3699 0.13
H 1.2392 -4.3801 4.8622 0.13
H 0.6250 -6.3901 3.4079 0.13
H 2.0556 -5.4560 2.9919 0.12
H -0.3700 -5.6139 1.4508 0.13
H 1.0948 -6.9248 0.5569 0.13
H 2.4055 -5.8542 0.7793 0.12
H 0.0873 -5.8042 -1.2396 0.13
H 1.7875 -5.5698 -1.5484 0.14
H 1.4874 -3.4661 -2.7326 0.11
H 0.5509 -2.2263 -1.9249 0.09
H -0.2873 -3.6533 -2.5786 0.10
C -6.5266 -5.7961 4.7141 -0.10
O -5.7373 -5.3837 3.6208 -0.17
C -5.0685 -4.1909 3.8581 -0.26
C -4.1376 -3.9360 2.6971 -0.19
N -3.3927 -2.6686 2.7841 -0.07
C -4.2071 -1.4946 2.3837 -0.16
C -3.3703 -0.2405 2.4933 -0.22
O -2.7742 -0.2207 3.7676 -0.20
C -2.2215 1.0293 4.1172 -0.09
H -6.9696 -6.7565 4.4800 0.09
H -7.3044 -5.0639 4.9732 0.09
H -5.9227 -5.8786 5.6324 0.09
H -4.4789 -4.2284 4.7928 0.13
H -5.7745 -3.3529 3.9710 0.13
H -4.7143 -3.9903 1.7683 0.12
H -3.4204 -4.7602 2.6195 0.12
H -3.2891 -2.5221 3.7902 0.11
H -5.1251 -1.4169 2.9759 0.13
H -4.5172 -1.6537 1.3475 0.11
H -4.0181 0.6331 2.3410 0.12
H -2.6164 -0.2509 1.6895 0.11
H -2.0433 1.0313 5.1873 0.10
H -2.9084 1.8530 3.8780 0.08
H -1.3073 1.2245 3.5419 0.08
O 3.4858 0.1258 2.2833 -0.05
H 2.7101 0.1473 1.7053 0.00
H 3.6743 -0.8126 2.3610 0.03
O 2.9397 -0.5961 -1.2814 -0.10
H 2.3051 -0.5353 -0.5491 -0.03
H 3.6405 0.0458 -1.0603 -0.02
O -1.2839 -2.8514 1.0348 -0.14
H -1.9370 -2.6810 1.7612 0.02
H -1.6891 -2.5088 0.2255 0.03
```

Results
- HOMO level (eV) = -9.7
- DFT total energy (eV) = -74177.7569
- net charge = +1